A cluster of 2 separate species, C2H6N4S in total. Source: OMol25; level of theory: the ωB97M-V functional and the def2-TZVPD basis.

Its HOMO energy (spin up / spin down) is -7.296 / -7.292 eV. The strongest force on any atom comes out at 0.077 hartree/bohr. The molecular weight comes out at 118.165 g mol⁻¹. The value obtained for the frontier orbital gap (spin up / spin down) is 8.11 / 8.11 eV. The value obtained for the LUMO energy (spin up / spin down) is 0.816 / 0.816 eV. The total energy is -696.87658 a.u. The relative energy (zero: lowest compared OMol25 entry of this formula, charge and spin) is 4.068 eV.

XYZ file:
```
13
C2H6N4S (the ωB97M-V functional and the def2-TZVPD basis)
C -1.53306 -0.35540 -0.44641
C -1.91726 0.89827 -0.38877
N -0.53175 -0.67824 0.45712
N -0.01834 0.37621 1.14142
N -0.11934 -1.87647 0.60931
N 1.98383 0.35031 -0.13341
S -0.84195 1.66338 0.78156
H -1.98350 -1.15962 -1.17467
H -2.50863 1.37273 -1.12883
H 1.79071 0.81772 -1.05481
H 0.51030 -1.85513 1.32539
H 2.67711 0.94197 0.27874
H 2.49190 -0.49572 -0.26664
```

These are the Mulliken partial charges, in e, on atoms 1 to 8: C -0.181; C -0.325; N 1.056; N -0.390; N -1.178; N -0.673; S 0.019; H 0.323